--- i ---
Below is 8 unconnected molecules or ions with the total composition ClH14O7, with properties calculated with ωB97M-V/def2-TZVPD.

XYZ file:
```
22
Properties=species:S:1:pos:R:3:mulliken_charge:R:1
Cl 0.17 1.00 0.32 -0.78
O 2.68 -0.44 -1.18 -0.64
H 2.16 -0.77 -1.90 0.31
H 2.06 0.11 -0.67 0.32
O 1.52 -0.87 2.39 -0.66
H 1.17 -0.28 1.69 0.21
H 2.50 -0.77 2.35 0.29
O -2.05 1.08 -1.85 -0.61
H -1.55 1.53 -1.15 0.34
H -1.53 0.47 -2.38 0.27
O -0.44 -1.47 -1.07 -0.68
H -0.37 -0.54 -0.79 0.28
H 0.34 -1.84 -0.64 0.36
O 1.10 2.28 -2.35 -0.62
H 0.90 2.09 -1.45 0.29
H 0.74 1.58 -2.84 0.30
O -2.35 0.64 2.59 -0.65
H -1.72 1.36 2.57 0.29
H -2.01 -0.04 2.06 0.47
O -1.40 -1.67 1.71 -0.70
H -1.38 -2.20 0.92 0.35
H -0.55 -1.24 1.67 0.26
```

Summary:
Orbital gap ... 0.375 Ha
E_HOMO ... -6.9 eV
Total charge ... -1
LUMO level ... 3.320 eV


--- ii ---
Below is a molecular structure, ClH14O7, with properties calculated with ωB97M-V/def2-TZVPD.

XYZ file:
```
22
Properties=species:S:1:pos:R:3:mulliken_charge:R:1
Cl 0.09 0.20 0.08 -0.97
O -0.56 -1.61 2.37 -0.64
H -0.61 -0.85 1.79 0.45
H -0.45 -2.36 1.78 0.33
O -1.30 0.03 -2.08 -0.85
H -0.79 -0.70 -2.42 0.27
H -0.95 0.19 -1.21 0.34
O 2.48 -0.44 -0.94 -0.67
H 3.08 0.28 -1.14 0.24
H 1.85 -0.06 -0.32 -0.03
O 0.90 1.26 -2.13 -0.74
H 0.15 1.08 -2.70 0.34
H 0.60 1.02 -1.26 0.44
O -1.98 -1.26 0.15 -0.64
H -1.73 -1.66 -0.69 0.32
H -1.17 -0.88 0.48 0.12
O 1.81 0.62 1.87 -0.69
H 1.84 -0.20 2.36 0.31
H 1.26 0.42 1.11 0.66
O -1.86 1.76 0.87 -0.74
H -1.33 2.03 1.62 0.26
H -1.32 1.13 0.40 0.89
```

Summary:
Orbital gap ... 0.371 Ha
E_HOMO ... -6.5 eV
Total charge ... -1
LUMO level ... 3.606 eV


Energetically preferred structure: i | next structure: +0.1888 hartree


--- i ---
Below is a gas-phase ion, C3H6ClN2O (charge +1), with properties calculated with ωB97M-V/def2-TZVPD.

XYZ file:
```
13
Properties=species:S:1:pos:R:3:mulliken_charge:R:1
C 0.52 0.57 -0.44 0.18
C -1.19 -1.33 0.32 -0.41
C -1.63 0.03 0.64 0.02
N 0.51 -0.53 -1.13 -0.07
N 1.15 1.71 -0.42 -0.33
O -0.69 -1.27 -0.96 -0.23
Cl -2.82 0.65 -0.38 0.01
H -0.55 -1.67 0.99 0.34
H -2.01 -1.89 0.08 0.38
H -1.55 0.53 1.68 0.37
H 0.91 -0.67 -1.95 0.21
H 0.92 2.51 0.28 0.29
H 2.02 1.90 -0.92 0.25
```

Summary:
Orbital gap (spin up / spin down) ... 0.322 / 0.322 Ha
E_HOMO (spin up / spin down) ... -14.2 / -14.2 eV
Total charge ... +1
LUMO level (spin up / spin down) ... -5.404 / -5.403 eV


--- ii ---
Below is a gas-phase ion, C3H6ClN2O (charge +1), with properties calculated with ωB97M-V/def2-TZVPD.

XYZ file:
```
13
Properties=species:S:1:pos:R:3:mulliken_charge:R:1
C -2.77 -1.58 0.12 -0.11
N -1.75 -0.96 -0.26 -0.11
C -1.09 0.12 -0.13 0.38
Cl -1.72 1.66 -0.34 0.01
N 0.49 0.10 -0.06 -0.19
O 1.18 1.23 0.27 -0.16
C 2.55 1.02 -0.08 -0.52
H -3.26 -1.37 1.08 0.29
H -3.16 -2.38 -0.50 0.28
H 0.84 -0.76 0.37 0.31
H 2.96 0.16 0.47 0.25
H 3.07 1.92 0.21 0.26
H 2.65 0.84 -1.15 0.30
```

Summary:
Orbital gap ... 0.296 Ha
E_HOMO ... -13.9 eV
Total charge ... +1
LUMO level ... -5.819 eV


Energetically preferred structure: ii | next structure: +0.0359 hartree


--- i ---
Below is 2 unconnected molecules or ions with the total composition C2H4BrNO2, with properties calculated with ωB97M-V/def2-TZVPD.

XYZ file:
```
10
Properties=species:S:1:pos:R:3:mulliken_charge:R:1
C 3.30 -1.43 -0.29 0.76
C 0.66 0.21 0.97 -0.61
N -0.05 -0.22 -0.24 -0.25
O 2.31 -1.61 -0.83 -0.46
O 4.31 -1.39 0.25 -0.34
Br 2.25 1.43 0.22 -0.32
H -0.07 0.93 1.51 0.21
H -0.98 -0.48 0.01 0.35
H 0.22 0.23 -1.01 0.29
H 0.41 -1.10 -0.46 0.37
```

Summary:
Orbital gap ... 0.289 Ha
E_HOMO ... -7.6 eV
Total charge ... 0
LUMO level ... 0.304 eV


--- ii ---
Below is C2H4BrNO2 in the gas phase, with properties calculated with ωB97M-V/def2-TZVPD.

XYZ file:
```
10
Properties=species:S:1:pos:R:3:mulliken_charge:R:1
C -0.94 0.60 0.34 -1.03
C 0.31 0.30 -0.42 -0.05
Br 1.98 1.23 -0.01 -0.11
N 0.69 -1.17 -0.08 0.85
O 1.14 -1.86 -0.96 -0.52
O 0.40 -1.50 1.07 -0.48
H -1.66 -0.25 0.22 0.31
H -1.50 1.51 0.06 0.33
H -0.49 0.66 1.30 0.34
H 0.06 0.47 -1.51 0.37
```

Summary:
Orbital gap ... 0.393 Ha
E_HOMO ... -10.9 eV
Total charge ... 0
LUMO level ... -0.245 eV


Energetically preferred structure: i | next structure: +0.0330 hartree


--- i ---
Below is 12 unconnected molecules or ions with the total composition C12H48N24O12, with properties calculated with ωB97M-V/def2-TZVPD.

XYZ file:
```
96
Properties=species:S:1:pos:R:3:mulliken_charge:R:1
N -8.56 6.26 3.79 -0.50
C -7.86 7.30 3.22 0.34
N -6.68 6.97 2.62 -0.38
O -8.31 8.44 3.18 -0.38
H -9.32 6.64 4.34 0.29
H -8.01 5.52 4.21 0.24
H -6.12 7.72 2.24 0.26
H -6.43 6.00 2.56 0.14
N -9.03 16.67 5.32 0.21
C -8.83 17.43 6.44 0.55
N -9.08 18.76 6.23 -0.37
O -8.48 16.96 7.50 -0.70
H -8.76 15.70 5.39 0.00
H -9.20 17.18 4.47 -0.20
H -8.75 19.38 6.95 0.23
H -9.31 19.16 5.34 0.18
N -5.31 11.67 8.72 -0.40
C -6.39 10.87 8.46 0.67
N -6.23 9.97 7.45 -0.40
O -7.47 11.05 9.01 -0.67
H -4.45 11.67 8.20 0.18
H -5.43 12.20 9.56 0.24
H -6.92 9.23 7.40 0.19
H -5.29 9.71 7.19 0.21
N -11.45 17.64 1.16 -0.44
C -10.50 17.56 2.14 0.77
N -9.36 16.91 1.77 -0.13
O -10.62 18.15 3.21 -0.72
H -11.43 17.12 0.30 0.16
H -12.36 17.96 1.43 0.24
H -9.25 16.47 0.88 0.19
H -8.60 16.84 2.44 0.02
N -12.63 16.33 4.16 -0.28
C -12.75 15.07 4.68 0.51
N -11.52 14.46 4.81 -0.02
O -13.81 14.47 4.78 -0.66
H -11.80 16.89 4.27 0.19
H -13.47 16.66 3.71 0.19
H -11.31 13.77 5.50 0.20
H -10.86 14.92 4.21 -0.05
N -5.04 15.82 2.25 -0.24
C -5.93 16.85 2.05 0.63
N -5.88 17.37 0.80 -0.41
O -6.74 17.21 2.88 -0.74
H -4.33 15.76 1.55 0.15
H -5.16 15.24 3.06 0.18
H -5.32 16.96 0.07 0.15
H -6.55 18.05 0.51 0.24
N -4.02 12.90 4.60 -0.25
C -3.16 13.93 4.34 0.34
N -3.45 15.06 5.08 -0.33
O -2.19 13.87 3.60 -0.67
H -4.98 13.08 4.88 0.18
H -3.80 12.05 4.10 0.24
H -2.74 15.77 5.01 0.21
H -3.98 14.92 5.91 0.20
N -7.51 11.43 5.07 0.33
C -7.63 12.75 4.75 0.17
N -8.70 13.00 3.94 0.02
O -6.79 13.58 5.08 -0.83
H -8.04 10.68 4.64 -0.09
H -6.69 11.21 5.61 0.12
H -9.46 12.36 4.13 0.50
H -8.85 13.98 3.77 -0.10
N -6.83 11.49 1.84 -0.12
C -5.76 10.74 1.45 0.61
N -6.12 9.61 0.77 -0.41
O -4.61 11.10 1.62 -0.72
H -6.70 12.08 2.64 0.11
H -7.78 11.23 1.61 0.35
H -5.43 9.09 0.26 0.25
H -7.09 9.37 0.64 0.20
N -9.35 6.70 7.82 -0.42
C -9.58 7.73 6.97 0.61
N -9.16 8.95 7.40 -0.23
O -10.04 7.60 5.85 -0.64
H -9.00 6.87 8.75 0.16
H -9.64 5.77 7.57 0.24
H -9.05 9.66 6.69 0.00
H -8.95 9.15 8.37 0.27
N -11.15 10.17 1.96 -0.18
C -10.55 10.34 0.75 0.54
N -11.28 9.97 -0.35 -0.43
O -9.38 10.68 0.65 -0.72
H -12.15 10.16 2.06 0.22
H -10.52 10.16 2.74 0.02
H -10.89 9.97 -1.27 0.22
H -12.23 9.70 -0.17 0.14
N -12.64 11.48 6.04 -0.31
C -11.81 10.70 5.29 0.50
N -12.22 9.43 5.12 -0.33
O -10.72 11.11 4.87 -0.61
H -12.56 12.47 6.16 0.00
H -13.30 11.00 6.63 0.17
H -13.02 9.09 5.64 0.17
H -11.63 8.73 4.71 0.22
```

Summary:
Orbital gap ... 0.336 Ha
E_HOMO ... -9.0 eV
Total charge ... 0
LUMO level ... 0.173 eV


--- ii ---
Below is 12 unconnected molecules or ions with the total composition C12H48N24O12, with properties calculated with ωB97M-V/def2-TZVPD.

XYZ file:
```
96
Properties=species:S:1:pos:R:3:mulliken_charge:R:1
N -0.82 -3.06 3.12 -0.24
C 0.10 -3.88 2.68 0.60
N 0.82 -4.48 3.63 -0.51
O 0.41 -4.03 1.51 -0.83
H -1.07 -2.42 2.38 -0.02
H -1.01 -2.87 4.09 0.17
H 1.39 -5.23 3.27 0.27
H 0.38 -4.62 4.54 0.21
N -0.55 -6.33 0.08 -0.26
C -0.55 -6.57 -1.19 0.67
N -0.59 -7.92 -1.31 -0.49
O -0.45 -5.76 -2.10 -0.86
H -0.38 -7.14 0.66 0.18
H -0.37 -5.37 0.31 0.19
H -0.24 -8.19 -2.22 0.24
H -0.61 -8.52 -0.49 0.16
N -0.14 0.47 -0.24 0.02
C -0.24 -0.49 0.67 0.80
N -0.12 -1.57 0.02 0.44
O -0.41 -0.34 1.85 -0.73
H -0.01 1.39 0.17 -0.05
H -0.03 0.32 -1.23 0.05
H -0.20 -1.63 -0.98 -0.12
H 0.02 -2.44 0.52 -0.28
N -1.89 2.60 -2.04 -0.23
C -0.97 2.46 -2.91 0.40
N -1.23 3.01 -4.09 -0.41
O 0.09 1.79 -2.73 -0.29
H -1.67 2.07 -1.20 0.06
H -2.78 2.95 -2.34 0.19
H -2.14 3.44 -4.15 0.12
H -0.72 2.75 -4.92 0.24
N -1.74 6.58 1.18 -0.39
C -1.97 5.34 1.04 0.56
N -0.98 4.70 0.58 -0.14
O -3.13 4.86 1.14 -0.74
H -2.42 7.31 1.31 0.22
H -0.75 6.79 1.27 0.20
H -0.19 5.19 0.20 0.22
H -1.35 3.90 0.08 0.06
N 3.95 -0.04 -5.03 -0.49
C 3.20 0.30 -4.02 0.82
N 2.07 0.60 -4.42 -0.14
O 3.51 0.55 -2.89 -0.64
H 3.37 -0.52 -5.71 0.16
H 4.94 0.08 -4.92 0.25
H 1.60 0.40 -5.30 0.21
H 1.48 0.95 -3.68 -0.09
N -0.86 -1.78 -4.68 -0.41
C -1.01 -2.50 -3.60 0.78
N -0.70 -3.72 -3.89 -0.34
O -1.34 -2.10 -2.51 -0.79
H -0.40 -2.24 -5.46 0.16
H -1.00 -0.79 -4.52 0.23
H -0.70 -4.48 -3.22 0.35
H -0.38 -3.91 -4.83 0.10
N -0.18 0.39 6.73 -0.42
C 0.12 0.81 5.53 0.61
N -0.85 0.75 4.77 -0.27
O 1.23 1.29 5.18 -0.76
H 0.61 0.20 7.33 0.23
H -1.07 0.11 7.13 0.17
H -1.61 0.12 5.01 0.26
H -0.60 0.48 3.83 0.30
N 3.39 4.89 -1.69 -0.46
C 2.54 4.25 -2.41 0.73
N 2.19 3.22 -1.74 0.09
O 1.78 4.77 -3.24 -0.73
H 4.03 4.54 -1.00 0.17
H 3.33 5.88 -1.84 0.22
H 2.80 2.86 -1.02 0.12
H 1.32 2.75 -1.92 -0.26
N -3.99 -0.05 2.33 -0.36
C -4.76 1.04 2.27 0.65
N -5.74 0.89 3.08 -0.51
O -4.55 2.07 1.59 -0.64
H -4.42 -0.81 2.84 0.17
H -3.17 -0.13 1.74 0.14
H -6.10 1.83 3.03 0.30
H -5.66 0.28 3.88 0.21
N 1.12 3.34 2.71 -0.03
C 1.29 4.42 3.36 0.70
N 1.20 4.31 4.69 -0.30
O 1.67 5.43 2.76 -0.76
H 1.28 3.37 1.71 -0.01
H 1.14 2.50 3.27 0.15
H 1.32 5.07 5.35 0.19
H 0.89 3.41 5.04 0.12
N 3.07 -3.28 -2.58 -0.30
C 2.78 -3.55 -1.38 0.53
N 1.69 -4.38 -1.21 -0.08
O 3.38 -3.09 -0.45 -0.71
H 2.67 -3.74 -3.39 0.17
H 3.92 -2.74 -2.61 0.25
H 1.53 -4.52 -0.22 0.14
H 1.22 -4.86 -1.96 0.17
```

Summary:
Orbital gap ... 0.309 Ha
E_HOMO ... -8.5 eV
Total charge ... 0
LUMO level ... -0.066 eV


--- iii ---
Below is 12 unconnected molecules or ions with the total composition C12H48N24O12, with properties calculated with ωB97M-V/def2-TZVPD.

XYZ file:
```
96
Properties=species:S:1:pos:R:3:mulliken_charge:R:1
N 5.50 -2.09 0.44 -0.31
C 4.46 -1.34 0.00 0.53
N 4.77 -0.46 -0.98 -0.47
O 3.28 -1.56 0.33 -0.72
H 6.36 -1.97 -0.06 0.16
H 5.44 -2.70 1.23 0.24
H 4.00 0.05 -1.37 0.21
H 5.72 -0.16 -1.05 0.17
N -0.05 -5.38 0.97 -0.13
C -0.37 -6.58 1.57 0.57
N -1.68 -6.95 1.40 -0.34
O 0.47 -7.25 2.14 -0.67
H 0.80 -4.96 1.29 -0.02
H -0.70 -4.79 0.49 0.16
H -2.28 -6.30 0.93 0.15
H -2.03 -7.82 1.74 0.20
N 1.11 1.18 0.64 0.09
C 0.16 0.22 0.37 0.42
N 0.48 -1.07 0.59 0.25
O -0.99 0.53 0.03 -0.44
H 2.06 0.84 0.59 -0.05
H 0.99 2.13 0.33 -0.06
H -0.17 -1.81 0.36 0.26
H 1.45 -1.33 0.57 0.01
N 3.58 -4.56 -0.27 -0.21
C 3.21 -4.68 -1.57 0.46
N 2.71 -3.54 -2.14 -0.21
O 3.20 -5.75 -2.15 -0.68
H 3.81 -5.44 0.17 0.21
H 3.46 -3.72 0.27 0.04
H 2.86 -2.66 -1.69 0.07
H 2.41 -3.52 -3.10 0.25
N 1.11 6.67 0.99 -0.30
C -0.18 6.66 0.56 0.43
N -0.65 5.40 0.35 0.08
O -0.81 7.68 0.29 -0.72
H 1.73 5.87 0.92 0.24
H 1.44 7.56 1.32 0.19
H -0.06 4.62 0.57 0.23
H -1.49 5.21 -0.16 0.04
N -0.61 -4.61 -2.41 -0.34
C -1.36 -3.68 -1.76 0.62
N -2.58 -3.47 -2.33 -0.34
O -0.98 -3.11 -0.75 -0.76
H -1.09 -5.32 -2.93 0.16
H 0.38 -4.70 -2.24 0.16
H -2.84 -3.81 -3.24 0.15
H -3.20 -2.81 -1.87 0.17
N -1.39 2.92 -1.49 0.89
C -1.11 3.00 -2.81 0.45
N -1.90 3.90 -3.50 -0.46
O -0.26 2.30 -3.35 -0.78
H -0.93 2.19 -0.97 -0.54
H -2.16 3.37 -0.99 0.13
H -2.46 4.51 -2.93 0.20
H -1.47 4.22 -4.36 0.28
N 4.08 4.21 -0.52 -0.41
C 2.80 3.81 -0.76 0.58
N 2.57 3.31 -2.02 -0.34
O 1.86 4.00 0.01 -0.71
H 4.30 4.54 0.40 0.25
H 4.82 3.87 -1.11 0.17
H 3.34 2.84 -2.46 0.20
H 1.64 2.99 -2.27 0.17
N -3.05 -0.02 -1.84 -0.01
C -4.17 -0.77 -1.59 0.43
N -5.21 -0.51 -2.43 -0.35
O -4.26 -1.55 -0.65 -0.66
H -2.23 -0.22 -1.27 0.04
H -3.03 0.33 -2.78 0.18
H -6.10 -0.96 -2.33 0.24
H -5.06 0.06 -3.24 0.15
N -4.85 4.10 1.64 -0.38
C -4.19 3.59 0.57 0.49
N -4.42 2.26 0.34 -0.17
O -3.44 4.27 -0.12 -0.80
H -5.44 3.68 2.33 0.17
H -4.59 5.07 1.77 0.23
H -5.22 1.79 0.74 0.21
H -3.89 1.74 -0.34 0.09
N 2.86 -2.95 2.89 -0.30
C 1.75 -3.38 3.59 0.44
N 0.63 -2.63 3.34 -0.22
O 1.78 -4.30 4.37 -0.63
H 3.63 -3.60 2.90 0.19
H 2.90 -2.25 2.16 0.21
H 0.61 -1.81 2.77 0.16
H -0.17 -2.84 3.91 0.18
N -2.35 1.88 2.73 -0.25
C -1.63 2.94 3.16 0.49
N -0.28 2.86 2.86 -0.23
O -2.14 3.93 3.67 -0.68
H -3.33 1.84 2.91 0.20
H -1.99 1.15 2.14 0.11
H 0.04 2.13 2.25 0.07
H 0.32 3.50 3.35 0.18
```

Summary:
Orbital gap ... 0.293 Ha
E_HOMO ... -8.7 eV
Total charge ... 0
LUMO level ... -0.779 eV


Energetically preferred structure: iii | next structure: +0.0104 hartree